[1]
Computed, not measured: a cluster of 14 separate species, ClH26O17 in total, with wB97M-V/def2-TZVPD.

E_HOMO: -0.272 Ha
LUMO energy: 2.316 eV

```
! RIJCOSX wB97M-V def2-TZVPD def2/J DEFGRID3
* xyz -1 1
Cl -8.15400 16.69700 -19.95900
O -6.71500 17.02900 -19.99700
O -8.90400 17.94400 -19.63800
O -8.65900 16.13400 -21.25200
O -8.34200 15.73400 -18.83500
O -9.71900 12.85100 -18.05700
H -9.82200 13.78200 -17.89100
H -9.56200 12.92400 -19.00600
O -6.47100 16.44100 -16.60600
H -6.45000 15.49200 -16.69000
H -5.74900 16.72500 -16.05200
O -9.30300 13.36600 -20.68900
H -9.80700 13.05500 -21.46100
H -8.84500 14.14900 -20.90400
O -6.68600 13.67500 -16.88200
H -7.55200 13.64200 -16.56600
H -6.75500 13.49200 -17.78600
O -4.94600 14.57900 -20.85700
H -4.40600 14.01600 -21.38400
H -4.80200 15.49400 -21.09300
O -4.29600 16.95000 -22.09700
H -4.90300 17.66800 -21.96000
H -3.46100 17.36500 -21.89200
O -11.55800 16.18600 -19.80300
H -10.69300 16.34200 -20.08400
H -11.48600 15.84200 -18.92500
O -10.75600 15.36000 -17.25000
H -11.45900 15.87900 -16.97900
H -10.05800 16.00100 -17.42100
O -4.30000 17.65900 -18.30700
H -4.04100 18.57700 -18.48200
H -5.07000 17.44500 -18.86200
O -8.98000 17.17700 -16.20600
H -8.13200 16.77700 -16.46500
H -8.97500 18.03200 -16.61100
O -11.25700 18.58800 -17.68400
H -12.15300 18.27400 -17.79800
H -10.88800 18.41700 -18.55100
O -6.90900 14.12600 -22.53300
H -7.53400 14.86700 -22.53300
H -6.14200 14.37700 -22.00000
O -7.46500 19.14800 -17.79400
H -7.83800 19.15900 -18.71400
H -7.33800 18.19900 -17.64500
*
```

[2]
Computed, not measured: a cluster of 2 separate species, C2H5NO3S in total, with wB97M-V/def2-TZVPD.

E_HOMO: -0.360 Ha
LUMO energy: 0.574 eV

```
! RIJCOSX wB97M-V def2-TZVPD def2/J DEFGRID3
* xyz 0 1
C -0.87583 2.19941 -0.04950
C -0.26816 -1.15978 1.30112
N -0.43872 1.28713 0.57435
O -1.39901 3.08446 -0.57586
O 1.91292 -0.14066 0.44116
O 0.34909 -0.37501 -2.02646
S 0.83505 0.25649 1.32478
H -0.53847 -1.41497 0.28988
H 0.06651 -2.00446 1.78030
H -1.16858 -0.77452 1.74774
H 1.30414 -0.10195 -1.98927
H 0.22105 -0.85613 -2.81826
*
```

[3]
Computed, not measured: a cluster of 2 separate species, C3H6N4S in total, with wB97M-V/def2-TZVPD.

E_HOMO (alpha / beta): -0.304 / -0.304 Ha
SMILES: [S-][n+]1nnc[nH]1.C=C
LUMO energy (alpha / beta): 0.042 / 0.042 eV

```
! RIJCOSX wB97M-V def2-TZVPD def2/J DEFGRID3
* xyz 0 1
S 0.60015 1.11740 0.41028
N 1.69173 -0.08183 0.23905
N 2.62552 -0.25960 -0.59650
N 3.03999 -1.57964 -0.54213
C 2.38947 -2.17593 0.43173
N 1.50004 -1.28194 0.92606
H 2.58656 -3.24222 0.68840
H 1.01953 -1.34089 1.87896
C -2.83068 1.52061 0.04615
C -2.34124 1.46078 -1.16302
H -2.80160 2.44185 0.66130
H -3.28316 0.63954 0.44498
H -1.80063 2.29543 -1.71699
H -2.39570 0.48645 -1.70827
*
```

[4]
Computed, not measured: a structure of composition C37H39N5OPdSSi, with wB97M-V/def2-TZVPD.

E_HOMO: -0.216 Ha
LUMO energy: 0.158 eV

```
! RIJCOSX wB97M-V def2-TZVPD def2/J DEFGRID3
* xyz 0 1
Pd -0.05430 0.17010 -0.12720
C -0.05840 0.03740 1.94810
Si 1.56010 0.78560 2.52720
C 2.93900 -0.00830 1.43280
N 2.44740 -0.23320 0.07590
C 3.19670 -1.27440 -0.61920
C 4.59040 -0.85140 -1.09160
C 4.54450 0.51660 -1.78870
C 3.10100 0.96300 -2.02120
C 2.39100 1.03660 -0.67220
C 2.01710 0.27360 4.30300
C 2.32920 -1.05340 4.58450
C 2.70380 -1.44910 5.85410
C 2.76050 -0.51830 6.87830
C 2.42800 0.80210 6.62240
C 2.06170 1.19090 5.34620
C 1.57400 2.68580 2.50520
C 0.39930 3.41840 2.64320
C 0.42590 4.79900 2.72660
C 1.63250 5.47580 2.67570
C 2.81140 4.76170 2.54550
C 2.77760 3.38210 2.46710
H -0.93950 0.47080 2.42250
H -0.08260 -1.04800 2.09970
H 3.18500 -0.97720 1.87000
H 3.87560 0.57100 1.42400
H 2.59880 -1.59880 -1.47040
H 3.28210 -2.12910 0.05350
H 4.95680 -1.62110 -1.77120
H 5.27460 -0.82150 -0.24370
H 5.07850 0.47730 -2.73810
H 5.03840 1.27080 -1.17080
H 2.59010 0.27110 -2.69310
H 3.08870 1.94910 -2.49020
H 1.30390 1.31390 -0.78980
H 2.86370 1.83400 -0.08130
H 2.27470 -1.78710 3.79330
H 2.95290 -2.48410 6.04160
H 3.05920 -0.82360 7.87160
H 2.45760 1.53110 7.41980
H 1.80770 2.22290 5.15040
H -0.54800 2.90210 2.69000
H -0.49600 5.35120 2.83770
H 1.65910 6.55420 2.74550
H 3.75770 5.28180 2.51380
H 3.70370 2.82880 2.39250
S -4.23880 -1.93120 -0.00830
C -3.12930 -3.28350 -0.05200
C -3.41960 -4.63130 -0.03510
C -2.36350 -5.53130 -0.02200
C -1.04610 -5.07930 -0.04550
C -0.74590 -3.73400 -0.07720
C -1.79610 -2.80980 -0.07530
N -1.68600 -1.46770 -0.05960
C -2.85150 -0.83620 -0.00010
C -2.92620 0.57300 0.12010
C -4.12180 1.30700 0.25690
C -4.08790 2.68170 0.33490
C -2.88080 3.36670 0.28430
C -1.68030 2.65280 0.18580
C -1.70090 1.28080 0.11750
H -4.44440 -4.96960 -0.03210
H -2.57030 -6.59180 0.00330
H -0.24330 -5.80390 -0.04140
H 0.26850 -3.36210 -0.10570
H -5.05590 0.76700 0.30580
H -5.01050 3.23460 0.43670
H -2.85600 4.44420 0.33440
H -0.73720 3.19240 0.17320
C 1.18570 -2.12350 -4.48300
N 0.43000 -0.93840 -4.16530
C -0.01980 -0.09460 -5.13880
C -0.73960 1.01440 -4.79280
C -0.94960 1.27780 -3.42590
N -0.44350 0.47110 -2.47390
C 0.19230 -0.66100 -2.81670
O 0.58970 -1.46610 -1.97690
N -1.62550 2.38100 -3.01860
H 0.98410 -2.42370 -5.50860
H 0.89380 -2.91880 -3.79690
H 2.25860 -1.93740 -4.36780
H 0.19730 -0.36340 -6.15950
H -1.12560 1.67720 -5.54630
H -2.22020 2.84400 -3.68250
H -1.89310 2.41650 -2.04340
*
```

[5]
Computed, not measured: an isolated molecule of C5H6N2S, with wB97M-V/def2-TZVPD.

E_HOMO: -0.293 Ha
SMILES: CC(=S)/N=C/N1C=C1
LUMO energy: 0.213 eV

```
! RIJCOSX wB97M-V def2-TZVPD def2/J DEFGRID3
* xyz 0 1
C 0.60104 -2.20260 -1.25492
C 0.68904 -0.81291 -1.31616
S 1.34437 -0.00354 -2.57893
N -0.12632 -0.23007 -0.38644
C 0.29935 0.90519 0.12811
N -0.53818 1.72644 0.86681
C -1.70678 1.50675 1.72226
C -0.74155 2.15947 2.25214
H -0.41052 -2.45006 -1.14890
H 1.09156 -2.63479 -0.39117
H 0.93133 -2.82130 -2.14821
H 1.27911 1.26978 -0.27540
H -2.69813 1.06326 1.61288
H -0.01430 2.52436 2.91793
*
```

[6]
Computed, not measured: an isolated molecule of C3H2N2OS, with wB97M-V/def2-TZVPD.

E_HOMO: -0.322 Ha
SMILES: S=c1ncocn1
LUMO energy: -0.628 eV

```
! RIJCOSX wB97M-V def2-TZVPD def2/J DEFGRID3
* xyz 0 1
S -2.93527 -0.00566 -0.00340
C -1.30812 0.00340 0.00022
N -0.57112 1.18675 -0.01438
C 0.69482 1.13409 -0.00798
O 1.42510 -0.01505 -0.00163
C 0.69044 -1.14016 -0.01142
N -0.58332 -1.21998 -0.00486
H 1.26894 2.05615 0.03509
H 1.31853 -1.99954 0.00836
*
```

[7]
Computed, not measured: a cluster of 3 separate species, C4H12IO4 in total, with wB97M-V/def2-TZVPD.

E_HOMO: -0.137 Ha
LUMO energy: 3.040 eV

```
! RIJCOSX wB97M-V def2-TZVPD def2/J DEFGRID3
* xyz -1 1
I 1.28030 -2.87441 0.06475
C -5.16401 -2.76093 0.29823
C -4.45198 -1.45473 0.70410
O -4.09402 -0.84072 -0.58706
O -4.38844 -3.38903 -0.68184
H -6.06487 -2.50401 -0.25903
H -5.32931 -3.45418 1.12296
H -3.58416 -1.73837 1.29953
H -5.10968 -0.72643 1.17856
H -3.18716 -1.06950 -0.80355
H -3.44402 -3.36482 -0.51131
C 4.89842 2.36113 0.41967
C 4.01433 3.19607 -0.58945
O 2.75457 2.56545 -0.87370
O 5.59317 1.37657 -0.25853
H 4.26706 1.85588 1.15055
H 5.61091 3.11314 0.75871
H 4.64302 3.28366 -1.47556
H 3.90104 4.19168 -0.16046
H 2.81207 1.61602 -0.74379
H 5.04270 0.61748 -0.05271
*
```

[8]
Computed, not measured: a cluster of 2 separate species, C4H12N2 in total, with wB97M-V/def2-TZVPD.

E_HOMO: -0.313 Ha
SMILES: C=NC.CCN
LUMO energy: 1.104 eV

```
! RIJCOSX wB97M-V def2-TZVPD def2/J DEFGRID3
* xyz 0 1
C 1.50711 -2.80519 -0.16783
N 1.45626 -1.55873 -0.00566
C 2.47339 -0.86160 0.71858
H 0.63240 -3.38347 -0.46735
H 2.33153 -3.52045 -0.06119
H 2.02595 -0.51804 1.66050
H 2.74848 -0.01571 0.06082
H 3.37582 -1.41118 0.99049
C -2.54874 1.68889 -0.88188
C -1.70376 1.28658 0.34440
N -0.29663 1.00071 0.05678
H -2.42860 1.08276 -1.77725
H -3.61140 1.75257 -0.61157
H -2.23400 2.71763 -1.11725
H -1.72305 2.19675 0.95866
H -1.99226 0.45447 0.99930
H -0.21281 0.09612 -0.38295
H 0.20030 1.79786 -0.31660
*
```

Energy: -47748.310, -20621.562, -19999.681, -70693.160, -19092.464, -19004.961, -20634.032, -7321.235 (eV)
Relative energy (zero: lowest compared OMol25 entry of this formula, charge and spin): 8.5, 45.5, 107.3, 32.2, 127.9, 13.6, 39.8, 41.4 (kcal per mole)